The following is a DFT calculation (the ωB97M-V functional and the def2-TZVPD basis) of a structure of composition C37H91Cu2N6O15.

The geometry in XYZ format:
```
151
Properties=species:S:1:pos:R:3:forces:R:3
Cu 1.105449 -2.639235 2.058248 -0.18 1.37 -1.14
Cu -1.623349 0.387409 3.009042 -0.60 0.03 -1.15
O -0.894838 -0.286593 -0.653087 0.56 0.02 -0.77
C -0.025217 -0.832206 0.185450 1.21 -1.62 0.56
O 0.938052 -1.525963 -0.227926 -0.27 -0.11 -0.16
O -0.245030 -0.699986 1.404732 -0.53 0.05 2.42
H -0.566750 -0.598334 -1.513847 -0.52 0.57 -0.64
C 0.806414 1.783403 -6.383458 -0.14 -0.21 0.49
O -0.322418 0.917894 -6.334761 0.13 -0.57 0.01
C 0.010369 -0.238376 -5.579005 -0.54 -0.87 0.33
C -1.214007 -0.767338 -4.832142 0.30 0.36 -0.40
N -1.530822 0.168302 -3.771479 -1.68 0.29 0.43
C -2.912780 -0.002498 -3.252105 0.21 0.11 0.04
C -3.351729 1.245713 -2.522528 -0.73 0.52 -0.35
O -3.328111 2.353866 -3.422317 1.15 -0.09 -0.47
C -3.628030 3.614300 -2.869482 -0.89 -0.51 0.68
H 1.711440 1.245831 -6.675996 0.02 -0.04 -0.13
H 0.930329 2.143182 -5.359679 0.41 0.53 -0.17
H 0.634257 2.596209 -7.085706 -0.21 -0.03 0.11
H 0.783890 -0.011145 -4.841368 0.16 0.06 0.00
H 0.352201 -1.074831 -6.194420 0.35 0.27 -0.38
H -1.057094 -1.752543 -4.388089 0.37 -0.01 -0.14
H -2.006619 -0.904771 -5.575799 -0.28 0.19 0.05
H -1.576449 1.093797 -4.188669 0.39 0.12 -0.15
H -2.939146 -0.844700 -2.557998 0.01 -0.02 0.13
H -3.694173 -0.199650 -3.992769 0.35 -0.12 -0.53
H -2.719831 1.350077 -1.635358 0.07 0.59 0.02
H -4.412904 1.192901 -2.260084 0.01 -0.59 0.63
H -4.697426 3.686504 -2.640115 -0.17 -0.15 0.09
H -3.454746 4.426953 -3.571697 0.56 -0.26 -0.07
H -3.113199 3.733528 -1.912369 0.33 0.38 -0.10
C 4.134765 5.300495 6.036591 -0.43 -0.95 -0.43
O 3.739201 4.645421 4.840116 -0.40 -0.01 -1.09
C 3.672974 3.231770 4.957981 0.57 0.35 0.35
C 3.166390 2.512119 3.691188 -0.35 1.27 0.77
N 2.664014 1.187231 4.084752 -0.36 -0.24 -0.15
C 2.351486 0.373028 2.912146 1.44 0.47 -1.49
C 3.615270 -0.286356 2.286949 -0.86 0.73 1.42
O 4.034083 -1.372032 3.115899 -0.59 -0.25 -1.02
C 5.317918 -1.849017 2.721517 0.29 0.56 1.08
H 4.157768 6.369209 5.840228 0.24 -0.08 -0.03
H 5.096850 4.878149 6.333634 0.15 0.41 0.31
H 3.382033 5.094117 6.802565 0.11 0.08 0.28
H 2.998335 3.015150 5.792198 -0.13 -0.36 0.02
H 4.670325 2.884974 5.243241 0.02 -0.35 0.02
H 3.878950 2.504024 2.867838 0.35 -0.36 0.32
H 2.368230 3.164546 3.317227 -0.28 -0.10 -0.20
H 1.750670 1.377574 4.481589 0.15 -0.06 0.57
H 2.016358 1.078154 2.141332 -0.40 -0.29 -0.39
H 1.547170 -0.349207 3.031925 -0.06 -0.07 0.54
H 4.347067 0.525222 2.281544 0.47 -0.23 -0.01
H 3.424305 -0.543788 1.242112 -0.03 -0.48 -0.02
H 5.380440 -2.026050 1.648422 0.13 0.00 0.00
H 5.600338 -2.724198 3.306290 -0.57 -0.32 -0.24
H 6.031607 -1.109117 3.095549 0.29 0.21 -0.69
C 4.679135 -0.657148 -3.617583 0.69 -0.53 -0.57
O 3.711795 -1.620177 -3.985490 0.40 0.11 0.15
C 3.113212 -2.279202 -2.904126 -1.38 -1.47 -0.54
C 1.930777 -3.052901 -3.493125 -1.84 0.73 -0.33
N 1.151114 -3.784405 -2.490322 -0.03 -0.25 0.23
C -0.089293 -4.387461 -2.988333 -0.44 -0.72 0.60
C 0.091138 -5.608468 -3.877617 0.86 0.42 -0.87
O -1.139955 -5.959092 -4.429845 -1.02 0.18 0.33
C -1.193102 -7.199759 -5.078973 -0.05 -0.22 -0.09
H 5.265117 -0.407088 -4.503550 -0.54 0.29 -0.29
H 5.473997 -1.092385 -3.004741 -0.37 0.04 0.71
H 4.214903 0.233926 -3.194933 0.16 0.02 0.21
H 2.708532 -1.601458 -2.148931 0.30 0.16 0.17
H 3.669268 -3.106821 -2.450903 0.95 0.57 0.25
H 2.179741 -3.708354 -4.326524 0.46 0.07 0.13
H 1.189827 -2.329776 -3.860322 0.46 0.38 -0.75
H 0.833190 -3.060418 -1.857126 0.22 -0.13 0.49
H -0.825727 -3.737508 -3.477452 0.45 0.48 -0.48
H -0.660164 -4.702907 -2.110413 0.17 -0.19 0.20
H 0.577077 -6.449246 -3.374935 -0.07 0.01 0.27
H 0.719123 -5.332582 -4.733712 0.46 -0.03 0.12
H -2.189593 -7.292563 -5.508173 -0.01 -0.03 0.12
H -1.018876 -8.019977 -4.377711 -0.01 -0.09 0.05
H -0.480979 -7.300670 -5.903008 0.21 0.21 0.01
C -0.270853 -7.202273 7.690466 0.03 0.29 0.50
O -0.493549 -5.855643 7.333656 -0.34 0.42 -0.52
C -1.631182 -5.329335 7.998010 -0.28 0.23 0.16
C -1.801178 -3.862162 7.575085 0.92 -0.68 0.05
N -2.077364 -3.724985 6.165106 0.07 0.33 -1.33
C -2.037490 -2.309683 5.765117 0.27 -0.29 0.17
C -2.380374 -2.115760 4.270770 -0.71 -1.31 0.76
O -3.183739 -0.980922 3.990478 1.01 -0.10 -0.05
C -4.565358 -1.096812 4.266614 -0.57 0.67 0.69
H 0.527205 -7.609629 7.073760 -0.11 0.05 -0.06
H -1.191249 -7.782363 7.594059 0.05 -0.17 -0.14
H 0.039211 -7.214164 8.739372 0.06 -0.33 0.07
H -1.467254 -5.394464 9.077877 0.02 0.23 0.16
H -2.510297 -5.948591 7.799141 -0.13 0.07 -0.30
H -0.805586 -3.454060 7.789811 -0.07 0.52 0.33
H -2.574381 -3.288718 8.085907 0.07 -0.39 0.50
H -1.296447 -4.132154 5.660898 -0.13 -0.62 0.08
H -1.033611 -1.916533 5.963471 0.07 0.33 0.03
H -2.704188 -1.788071 6.453624 -0.25 0.30 -0.43
H -2.896007 -3.015544 3.919583 -0.32 -0.10 0.28
H -1.502215 -2.130585 3.618489 0.25 0.70 0.11
H -4.762495 -1.159057 5.339434 0.19 0.36 0.11
H -5.134973 -1.945880 3.880264 0.75 -0.28 -0.68
H -4.974764 -0.179696 3.846326 -0.29 -0.08 0.29
C -0.661774 3.622667 2.589056 -0.68 -0.49 -0.54
O -1.473006 2.486850 2.226680 0.00 -0.23 0.85
C -2.295835 2.742938 1.103708 0.08 0.09 -0.55
C -3.494053 1.802187 1.104750 1.13 0.16 -1.18
N -3.076261 0.403451 1.169087 -0.53 -0.21 1.70
C -4.220947 -0.489141 0.967907 0.58 -1.16 -0.17
C -3.825239 -1.969665 1.228612 0.92 0.99 0.82
O -2.978623 -2.531121 0.219587 -1.37 -0.53 -0.38
C -3.788012 -3.011457 -0.874332 -0.48 0.47 0.18
H -0.103580 3.343035 3.478753 0.26 0.09 -0.24
H -1.312800 4.468766 2.815041 0.02 0.05 0.08
H -0.071386 3.857975 1.702536 0.52 0.18 0.35
H -1.704052 2.659235 0.186151 0.14 -0.37 -0.06
H -2.599871 3.792728 1.107525 -0.38 -0.02 0.24
H -3.985929 1.881261 0.131375 -0.50 0.83 0.19
H -4.124112 2.124367 1.933906 -0.32 -0.56 -0.02
H -2.317561 0.140031 0.558166 -0.09 0.39 -0.47
H -4.606235 -0.463048 -0.056923 -0.04 0.43 -0.13
H -5.036734 -0.178062 1.620851 0.04 -0.11 0.06
H -4.707048 -2.544710 1.519514 -0.12 -0.40 -0.74
H -3.207974 -1.970555 2.128506 -0.07 0.05 -0.44
H -4.391230 -2.179395 -1.244255 0.16 0.06 -0.40
H -4.537788 -3.752681 -0.586082 0.26 -0.22 0.50
H -3.212787 -3.453135 -1.685362 0.44 0.27 0.22
C 2.476278 1.748248 -0.927607 -0.26 -0.43 -0.45
O 1.946918 2.934609 -1.490759 -0.01 -0.35 0.42
C 0.714957 2.620406 -2.169721 0.90 1.37 0.12
C 0.188855 3.959061 -2.749828 -0.15 -1.12 0.38
N 1.093447 4.482750 -3.777986 0.23 -0.06 1.23
C 0.711705 5.788090 -4.317885 -0.47 -0.61 -1.02
C 1.863304 6.398618 -5.105244 0.25 1.13 -0.05
O 2.720030 7.130697 -4.232529 -0.17 -0.15 0.27
C 3.650444 7.957948 -4.896163 0.18 -0.43 -0.28
H 3.429521 1.860156 -0.412223 0.18 0.59 -0.48
H 2.545141 1.037421 -1.755144 0.43 -0.38 0.20
H 1.842091 1.272430 -0.170454 -0.54 0.24 -0.03
H 0.080560 2.158162 -1.409077 -0.58 0.12 -0.25
H 0.897388 1.901226 -2.971847 0.02 -0.10 -0.06
H 0.117289 4.658252 -1.910513 -0.30 0.11 0.12
H -0.813039 3.722850 -3.114645 -0.05 0.35 -0.34
H 1.916271 4.643463 -3.203181 0.52 -0.03 -0.45
H 0.259808 6.485796 -3.606706 0.49 0.17 0.34
H -0.108173 5.586630 -5.013344 0.03 0.05 -0.24
H 1.547295 7.128798 -5.857361 -0.67 -0.09 -0.02
H 2.423277 5.660959 -5.687061 0.03 -0.40 0.30
H 4.171082 8.539895 -4.139073 0.04 -0.08 -0.04
H 3.218183 8.637606 -5.636843 -0.50 0.10 0.19
H 4.353803 7.353815 -5.477083 0.28 -0.08 0.18
```
Forces are in eV/Å.

Calculated values
Kohn-Sham gap = 0.23157 Eh
Relative energy (zero: lowest compared OMol25 entry of this formula, charge and spin) = 85.8 kcal/mol
Total charge = +1
Calculated total energy = -6201.89216 hartree
HOMO energy = -10.5 eV